# 1
Here is C7H10O as an isolated structure in a non-equilibrium geometry from OMol25. Energies are from wB97M-V/def2-TZVPD.

Output
Charge = 0
DFT total energy = -347.799562 Eh
HOMO energy (alpha / beta) = -7.98 / -7.80 eV
Kohn-Sham gap (alpha / beta) = 8.19 / 7.53 eV
E_LUMO (alpha / beta) = 0.0078 / -0.0101 Ha

XYZ file:
```
18
C7H10O | OMol25 | wB97M-V/def2-TZVPD
C 1.70780 -0.36469 -0.00777
C -0.59220 -1.48037 0.77930
C -0.46187 0.72906 1.08132
C 0.50045 -0.46793 0.84539
C -1.43255 -0.24470 0.22111
C 2.25226 0.99287 -0.29963
C -1.95194 -0.06122 -1.14281
O 2.10836 -1.46004 -0.38175
H -0.54319 -2.21298 -0.00317
H -1.03271 -1.81910 1.68152
H -0.88038 0.93489 2.12180
H -0.30900 1.60959 0.43540
H 3.08576 0.84825 -0.96287
H 2.43805 1.50990 0.62965
H 1.41343 1.51226 -0.61329
H -1.03057 0.06008 -1.79382
H -2.67489 0.80594 -1.19236
H -2.59681 -0.89181 -1.39802
```

Results of the Mulliken charge analysis, in e, for atoms 1 through 4:
1 C 0.482
2 C -0.455
3 C -0.503
4 C 0.219

# 2
Here is a 2-piece molecular cluster, C7H10O overall in a non-equilibrium geometry from OMol25. Energies are from wB97M-V/def2-TZVPD.

Output
Charge = 0
SMILES = Cc1ccccc1.O
DFT total energy = -347.940329 Eh
HOMO energy = -8.87 eV
Kohn-Sham gap = 9.82 eV
E_LUMO = 0.0350 Ha

XYZ file:
```
18
C7H10O | OMol25 | wB97M-V/def2-TZVPD
C 1.76195 2.43566 -0.74886
C 1.47564 0.94748 -0.49123
C 2.42898 0.12338 0.08942
C 2.14885 -1.25771 -0.01813
C 0.83797 -1.62666 -0.13671
C -0.22327 -0.74464 -0.39052
C 0.17625 0.54667 -0.73862
H 0.94702 2.95193 -1.26866
H 2.52941 2.56134 -1.51525
H 1.96969 2.96848 0.17180
H 3.30388 0.48993 0.61044
H 2.97499 -1.92757 0.21419
H 0.58600 -2.66621 0.07723
H -1.25697 -1.05819 -0.47015
H -0.56950 1.26503 -1.04166
O -6.18001 -0.75145 1.83685
H -6.90147 -1.30531 1.58786
H -6.37477 0.08568 1.41763
```

Results of the Mulliken charge analysis, in e, for atoms 1 through 4:
1 C -1.254
2 C 0.769
3 C -0.350
4 C -0.591

# 3
Here is a 3-piece molecular cluster, C7H10O2 overall in a non-equilibrium geometry from OMol25. Energies are from wB97M-V/def2-TZVPD.

Output
Charge = 0
DFT total energy = -422.950388 Eh
HOMO energy (alpha / beta) = -8.99 / -8.99 eV
Kohn-Sham gap (alpha / beta) = 9.15 / 9.15 eV
E_LUMO (alpha / beta) = 0.0059 / 0.0059 Ha

XYZ file:
```
19
C7H10O2 | OMol25 | wB97M-V/def2-TZVPD
C -0.25459 0.08142 -0.20183
C 2.61931 0.38337 0.31483
C 0.09280 -1.38657 -0.26865
C -0.80039 0.78168 -1.42653
C -0.11845 0.78707 0.98694
O 1.50148 0.93772 -0.32717
C -2.15640 -0.16355 0.83523
C -3.28670 -0.42750 1.19426
O 0.04379 1.32404 1.97724
H 2.57669 0.46905 1.41287
H 2.77863 -0.67704 0.06584
H 3.51126 0.93043 -0.01311
H 0.40846 -1.78102 0.69450
H -0.77847 -1.94174 -0.60541
H 0.90462 -1.49233 -0.98865
H -0.00977 0.77964 -2.17435
H -1.67520 0.24220 -1.77994
H -1.08095 1.80955 -1.21083
H -4.27609 -0.65641 1.51475
```

Results of the Mulliken charge analysis, in e, for atoms 1 through 4:
1 C 1.895
2 C -0.693
3 C -1.598
4 C -1.393

# 4
Here is C7H10O3 as an isolated structure in a non-equilibrium geometry from OMol25. Energies are from wB97M-V/def2-TZVPD.

Output
Charge = 0
DFT total energy = -498.313282 Eh
HOMO energy (alpha / beta) = -8.07 / -8.07 eV
Kohn-Sham gap (alpha / beta) = 7.16 / 7.16 eV
E_LUMO (alpha / beta) = -0.0333 / -0.0333 Ha

XYZ file:
```
20
C7H10O3 | OMol25 | wB97M-V/def2-TZVPD
C 0.44677 1.57840 1.38751
C 0.62972 0.35988 -1.62362
C 0.58751 -1.90521 -0.50337
C -1.45562 -0.29746 1.30662
C -1.34483 -0.29723 -0.18065
C 0.20382 0.08512 1.30169
C 0.04272 -0.48685 -0.50977
O -2.12347 0.61600 -0.77203
O -2.24073 -0.58893 2.14394
O 0.81797 -0.74021 2.00156
H -1.73456 0.89504 -1.61638
H 1.49739 1.79086 1.18017
H -0.18776 2.14621 0.70642
H 0.22923 1.89839 2.40692
H 0.32358 1.40806 -1.57431
H 1.71887 0.34879 -1.54616
H 1.64735 -1.88377 -0.24527
H 0.47148 -2.36397 -1.48940
H 0.09043 -2.52522 0.23980
H 0.38013 -0.03791 -2.61368
```

Results of the Mulliken charge analysis, in e, for atoms 1 through 4:
1 C -1.325
2 C -1.915
3 C -1.494
4 C -0.002

# 5
Here is a 2-piece molecular cluster, C7H10O3S overall in a non-equilibrium geometry from OMol25. Energies are from wB97M-V/def2-TZVPD.

Output
Charge = 0
DFT total energy = -896.301497 Eh
HOMO energy (alpha / beta) = -6.32 / -9.49 eV
2S+1 = 3
Kohn-Sham gap (alpha / beta) = 7.06 / 6.51 eV
⟨S²⟩ = 2.019
E_LUMO (alpha / beta) = 0.0272 / -0.1094 Ha

XYZ file:
```
21
C7H10O3S | OMol25 | wB97M-V/def2-TZVPD
C 3.71120 -1.20377 -0.69518
C -4.00953 0.72586 1.02348
C 2.49934 -2.07158 -0.32483
C -2.79692 0.33775 1.33352
C 2.39818 -0.77675 -0.10450
C -1.95151 0.25059 -1.08473
C -1.69810 -0.06478 0.34484
O 2.89257 1.61092 1.11019
O 1.42825 1.36639 -0.98571
O -0.60529 -0.46866 0.75134
S 1.58875 0.80489 0.32420
H 3.89723 -1.05416 -1.75316
H 4.65438 -1.38566 -0.04261
H -4.70274 0.87554 1.78896
H -4.48937 0.86894 0.00757
H 2.12450 -2.96300 -0.35949
H -2.57878 0.19227 2.32139
H -0.93641 0.13160 -1.35619
H -2.37887 1.25280 -1.14371
H -2.56788 -0.44807 -1.59093
H 3.52099 2.01887 0.43554
```

Results of the Mulliken charge analysis, in e, for atoms 1 through 4:
1 C -0.518
2 C -0.945
3 C -0.427
4 C -0.269

# 6
Here is an isolated molecule of C7H10S from OMol25. Energies are from wB97M-V/def2-TZVPD.

Output
Charge = 0
SMILES = C/C=C1/CSC=C1C
DFT total energy = -670.881409 Eh
HOMO energy = -7.42 eV
Kohn-Sham gap = 8.41 eV
E_LUMO = 0.0362 Ha

XYZ file:
```
18
C7H10S | OMol25 | wB97M-V/def2-TZVPD
C -1.93607 0.74165 -0.95286
C -0.81832 1.24747 -0.07135
C 0.26562 0.59667 0.36942
C 1.27261 1.31660 1.26048
S 2.60026 0.14015 1.68373
C 1.82522 -1.12063 0.74120
C 0.67478 -0.79643 0.13903
C -0.09668 -1.79120 -0.69539
H -2.65696 1.54005 -1.12780
H -2.48468 -0.08580 -0.52507
H -1.58054 0.38171 -1.92188
H -0.93245 2.27495 0.23392
H 1.69888 2.15582 0.73443
H 0.78839 1.67513 2.16961
H 2.29269 -2.09920 0.70225
H -1.07770 -1.97192 -0.28070
H -0.22014 -1.46388 -1.73173
H 0.38509 -2.74114 -0.72732
```

Results of the Mulliken charge analysis, in e, for atoms 1 through 4:
1 C -1.276
2 C -0.163
3 C 0.573
4 C -0.965

# 7
Here is C7H11AlF4N4O2P as an isolated structure in a non-equilibrium geometry from OMol25. Energies are from wB97M-V/def2-TZVPD.

Output
Charge = -1
DFT total energy = -1626.509111 Eh
HOMO energy = -6.48 eV
Kohn-Sham gap = 8.79 eV
E_LUMO = 0.0849 Ha

XYZ file:
```
30
C7H11AlF4N4O2P | OMol25 | wB97M-V/def2-TZVPD
C -1.55205 0.43808 -1.91459
C -0.73022 -0.81567 -1.79411
O 0.27410 -0.98739 -2.43847
N -1.16604 -1.86650 -0.91259
C -2.62238 -2.01806 -0.86228
C -0.58362 -1.86155 0.43072
C -1.18324 -0.80609 1.28099
N -1.66321 0.05254 1.87683
C 0.96556 -1.86912 0.49948
C 1.31992 -2.48513 1.77081
N 1.56330 -2.99248 2.77445
P 1.96022 -0.20107 0.43238
N 2.84830 -0.40048 -1.02275
O 0.91424 0.96022 -0.01268
H -0.86854 1.22576 -2.21065
H -2.31682 0.30080 -2.67815
H -2.00910 0.70986 -0.96642
H -3.15526 -1.08641 -0.67089
H -2.87211 -2.71826 -0.06818
H -2.96357 -2.45597 -1.79765
H -0.91300 -2.79944 0.88084
H 1.30720 -2.54842 -0.28300
H 2.48425 0.25979 -1.70553
H 2.67342 -1.30612 -1.44296
H 0.80235 1.52189 0.78274
F 0.43566 6.05498 1.77913
Al 1.49735 4.76543 2.02168
F 0.62712 3.29359 2.10331
F 2.37637 4.99498 3.44242
F 2.54980 4.64024 0.70510
```

Results of the Mulliken charge analysis, in e, for atoms 1 through 4:
1 C -1.336
2 C 0.636
3 O -0.551
4 N 0.045

# 8
Here is a 2-piece molecular cluster, C7H11BNO4 overall in a non-equilibrium geometry from OMol25. Energies are from wB97M-V/def2-TZVPD.

Output
Charge = -1
DFT total energy = -653.839651 Eh
HOMO energy (alpha / beta) = -3.99 / -3.84 eV
Kohn-Sham gap (alpha / beta) = 6.33 / 6.16 eV
E_LUMO (alpha / beta) = 0.0862 / 0.0852 Ha

XYZ file:
```
24
C7H11BNO4 | OMol25 | wB97M-V/def2-TZVPD
B -2.35670 -0.10337 -0.13576
C -2.91618 -2.51659 -0.80116
C 4.05676 -0.92038 -0.11508
C 0.28324 1.34207 1.42069
C 1.30235 0.14985 1.32625
C -0.15033 1.53344 -0.04815
C 1.54058 -0.14543 -0.09163
C 2.99976 0.22771 -0.51995
N -2.83675 -1.32512 -0.36589
O 4.96146 -0.57848 0.61800
O 3.82078 -2.02006 -0.54360
O 0.76813 0.81069 -0.87748
O -2.97830 1.08176 0.04420
H -2.93528 -3.35806 0.03733
H -2.81654 -2.61908 -1.81138
H -0.44892 1.14285 2.15915
H 0.82207 2.24719 1.75115
H 2.22583 0.46956 1.79381
H 0.83876 -0.65273 1.77523
H -0.65848 2.35133 -0.51694
H 1.28046 -1.13120 -0.52797
H 3.15502 1.11614 -0.02285
H 3.01830 0.36273 -1.69052
H -3.95248 0.95462 -0.01179
```

Results of the Mulliken charge analysis, in e, for atoms 1 through 4:
1 B 0.065
2 C -0.375
3 C 0.487
4 C -0.355

# 9
Here is an isolated ion of composition C7H11BNO4 and charge -1 in a non-equilibrium geometry from OMol25. Energies are from wB97M-V/def2-TZVPD.

Output
Charge = -1
DFT total energy = -653.786684 Eh
HOMO energy (alpha / beta) = -3.38 / -3.89 eV
2S+1 = 3
Kohn-Sham gap (alpha / beta) = 5.92 / 3.94 eV
⟨S²⟩ = 2.006
E_LUMO (alpha / beta) = 0.0935 / 0.0018 Ha

XYZ file:
```
24
C7H11BNO4 | OMol25 | wB97M-V/def2-TZVPD
B -2.33957 -0.20116 0.15344
C -3.55461 1.95845 -0.40514
C 3.78069 0.10680 0.08741
C 0.00493 -1.31727 -0.52105
C 0.84848 -0.18018 -1.08791
C -0.69459 -0.67975 0.72419
C 1.20137 0.52490 0.18471
C 2.46776 -0.06099 0.91048
N -3.21508 0.82258 -0.67891
O 4.58603 0.91943 0.54518
O 3.69491 -0.58757 -0.94823
O 0.13845 0.41364 0.99228
O -3.13195 -1.18242 0.55486
H -3.96001 2.57192 -1.24005
H -3.08917 2.46672 0.42886
H -0.63341 -1.70285 -1.17140
H 0.58617 -2.18914 -0.24198
H 1.71398 -0.61977 -1.64664
H 0.20006 0.53528 -1.75640
H -0.75183 -1.37651 1.65064
H 1.29321 1.66613 0.29121
H 2.43302 -1.19240 0.91897
H 2.44708 0.25176 1.92173
H -4.02593 -0.94760 0.33374
```

Results of the Mulliken charge analysis, in e, for atoms 1 through 4:
1 B 0.481
2 C -0.690
3 C 0.393
4 C -1.201

# 10
Here is C7H11Br9O8S2 as an isolated structure in a non-equilibrium geometry from OMol25. Energies are from wB97M-V/def2-TZVPD.

Output
Charge = 0
DFT total energy = -24837.556714 Eh
HOMO energy = -10.58 eV
Kohn-Sham gap = 9.58 eV
E_LUMO = -0.0368 Ha

XYZ file:
```
37
C7H11Br9O8S2 | OMol25 | wB97M-V/def2-TZVPD
C -2.09786 -3.07512 -6.16056
Br -1.77511 -1.08645 -6.24846
Br -3.03939 -3.72591 -7.70399
Br -3.01062 -3.72512 -4.48918
H -1.19848 -3.69077 -6.17450
C -4.18518 -10.09818 1.33950
Br -4.62291 -10.85171 -0.38955
Br -3.80206 -8.16411 1.20276
Br -2.72057 -11.09438 2.34960
H -5.14090 -10.19608 1.85441
C 3.65765 -7.50483 -2.16306
Br 2.60436 -9.13422 -1.67436
Br 5.61321 -7.64387 -1.48938
Br 2.61046 -5.90188 -1.61618
H 3.73766 -7.55546 -3.24894
C 0.13255 -0.76680 2.55107
C -1.24379 -1.07550 1.87048
O -2.08245 0.05785 2.04615
S -1.25303 1.46205 2.33420
O -1.69889 2.18317 3.51673
O -1.01855 2.24303 1.05834
O 0.14709 0.65302 2.78324
H 0.99580 -0.92947 1.90574
H 0.24613 -1.18491 3.55125
H -1.79750 -1.90431 2.31161
H -1.19700 -1.20579 0.78931
C 1.59135 9.39118 -0.08933
C 2.28558 8.30133 0.71522
O 2.27556 8.87082 1.95118
S 2.18026 10.58266 2.04176
O 3.44957 11.12445 1.66244
O 1.39787 11.02791 3.22399
O 1.25875 10.47843 0.70604
H 0.67692 8.97575 -0.51282
H 2.18743 9.76324 -0.92262
H 3.24842 7.93480 0.35927
H 1.58770 7.46515 0.75863
```

Results of the Mulliken charge analysis, in e, for atoms 1 through 4:
1 C -0.303
2 Br -0.010
3 Br -0.006
4 Br -0.023

Repeat the tenth record exactly.
Here is C7H11Br9O8S2 as an isolated structure in a non-equilibrium geometry from OMol25. Energies are from wB97M-V/def2-TZVPD.

Output
Charge = 0
DFT total energy = -24837.556714 Eh
HOMO energy = -10.58 eV
Kohn-Sham gap = 9.58 eV
E_LUMO = -0.0368 Ha

XYZ file:
```
37
C7H11Br9O8S2 | OMol25 | wB97M-V/def2-TZVPD
C -2.09786 -3.07512 -6.16056
Br -1.77511 -1.08645 -6.24846
Br -3.03939 -3.72591 -7.70399
Br -3.01062 -3.72512 -4.48918
H -1.19848 -3.69077 -6.17450
C -4.18518 -10.09818 1.33950
Br -4.62291 -10.85171 -0.38955
Br -3.80206 -8.16411 1.20276
Br -2.72057 -11.09438 2.34960
H -5.14090 -10.19608 1.85441
C 3.65765 -7.50483 -2.16306
Br 2.60436 -9.13422 -1.67436
Br 5.61321 -7.64387 -1.48938
Br 2.61046 -5.90188 -1.61618
H 3.73766 -7.55546 -3.24894
C 0.13255 -0.76680 2.55107
C -1.24379 -1.07550 1.87048
O -2.08245 0.05785 2.04615
S -1.25303 1.46205 2.33420
O -1.69889 2.18317 3.51673
O -1.01855 2.24303 1.05834
O 0.14709 0.65302 2.78324
H 0.99580 -0.92947 1.90574
H 0.24613 -1.18491 3.55125
H -1.79750 -1.90431 2.31161
H -1.19700 -1.20579 0.78931
C 1.59135 9.39118 -0.08933
C 2.28558 8.30133 0.71522
O 2.27556 8.87082 1.95118
S 2.18026 10.58266 2.04176
O 3.44957 11.12445 1.66244
O 1.39787 11.02791 3.22399
O 1.25875 10.47843 0.70604
H 0.67692 8.97575 -0.51282
H 2.18743 9.76324 -0.92262
H 3.24842 7.93480 0.35927
H 1.58770 7.46515 0.75863
```

Results of the Mulliken charge analysis, in e, for atoms 1 through 4:
1 C -0.303
2 Br -0.010
3 Br -0.006
4 Br -0.023

Question: Look up the charge of the second one.
Answer: 0

Copy entry 3 word for word.
Here is a 3-piece molecular cluster, C7H10O2 overall in a non-equilibrium geometry from OMol25. Energies are from wB97M-V/def2-TZVPD.

Output
Charge = 0
DFT total energy = -422.950388 Eh
HOMO energy (alpha / beta) = -8.99 / -8.99 eV
Kohn-Sham gap (alpha / beta) = 9.15 / 9.15 eV
E_LUMO (alpha / beta) = 0.0059 / 0.0059 Ha

XYZ file:
```
19
C7H10O2 | OMol25 | wB97M-V/def2-TZVPD
C -0.25459 0.08142 -0.20183
C 2.61931 0.38337 0.31483
C 0.09280 -1.38657 -0.26865
C -0.80039 0.78168 -1.42653
C -0.11845 0.78707 0.98694
O 1.50148 0.93772 -0.32717
C -2.15640 -0.16355 0.83523
C -3.28670 -0.42750 1.19426
O 0.04379 1.32404 1.97724
H 2.57669 0.46905 1.41287
H 2.77863 -0.67704 0.06584
H 3.51126 0.93043 -0.01311
H 0.40846 -1.78102 0.69450
H -0.77847 -1.94174 -0.60541
H 0.90462 -1.49233 -0.98865
H -0.00977 0.77964 -2.17435
H -1.67520 0.24220 -1.77994
H -1.08095 1.80955 -1.21083
H -4.27609 -0.65641 1.51475
```

Results of the Mulliken charge analysis, in e, for atoms 1 through 4:
1 C 1.895
2 C -0.693
3 C -1.598
4 C -1.393